Entry 1:
{
  "formula": "C39H40N5OPd",
  "method": "the ωB97M-V functional and the def2-TZVPD basis",
  "e_lumo_ev": [-2.7, -5.3],
  "homo_energy_ev": [-9.825, -10.699],
  "orbital_gap_ev": [7.1, 5.4],
  "charge": 1,
  "total_energy_ev": -54061.4851,
  "s2": 6.07,
  "multiplicity": 5,
  "fmax_ev_per_a": 1.6,
  "symbols": ["Pd", "C", "C", "N", "C", "C", "C", "C", "C", "C", "C", "N", "C", "C", "C", "C", "C", "C", "C", "C", "N", "C", "H", "H", "H", "H", "H", "H", "H", "H", "H", "H", "H", "H", "C", "C", "C", "C", "H", "H", "H", "H", "H", "H", "H", "H", "H", "N", "C", "C", "C", "C", "C", "C", "C", "C", "C", "C", "C", "C", "C", "H", "H", "H", "H", "H", "H", "H", "H", "H", "H", "C", "N", "C", "C", "C", "O", "H", "H", "H", "H", "H", "H", "H", "H", "H"],
  "positions_angstrom": [[-0.426, 0.091, 0.119], [2.398, 2.397, -2.647], [1.872, 1.266, -1.828], [0.491, 1.349, -1.512], [-0.195, 2.460, -1.739], [0.346, 3.622, -2.360], [1.688, 3.514, -2.852], [-0.441, 4.757, -2.499], [-1.770, 4.749, -2.099], [-2.349, 3.611, -1.557], [-1.584, 2.458, -1.365], [-1.995, 1.341, -0.735], [-3.219, 0.786, -0.734], [-4.183, 0.896, -1.739], [-5.371, 0.177, -1.656], [-5.654, -0.637, -0.583], [-4.744, -0.733, 0.491], [-4.964, -1.482, 1.667], [-4.051, -1.423, 2.687], [-2.893, -0.651, 2.521], [-2.610, -0.024, 1.406], [-3.520, -0.026, 0.411], [3.377, 2.278, -3.085], [2.060, 0.304, -2.328], [2.087, 4.333, -3.431], [0.001, 5.651, -2.915], [-2.358, 5.647, -2.199], [-3.378, 3.624, -1.229], [-3.981, 1.507, -2.605], [-6.089, 0.264, -2.458], [-6.575, -1.199, -0.546], [-5.863, -2.074, 1.756], [-4.208, -1.956, 3.612], [-2.182, -0.548, 3.327], [1.519, 0.007, 3.057], [2.211, -1.153, 2.347], [3.113, -1.910, 3.314], [3.033, -0.682, 1.146], [1.033, -0.361, 3.956], [0.747, 0.453, 2.409], [2.241, 0.765, 3.349], [1.438, -1.833, 1.977], [3.942, -1.283, 3.634], [3.512, -2.805, 2.847], [2.549, -2.215, 4.190], [3.562, -1.545, 0.719], [3.778, 0.043, 1.480], [-0.386, -1.662, 1.089], [-1.075, -2.691, 0.878], [-1.713, -2.876, -0.452], [-1.049, -2.362, -1.572], [-1.589, -2.535, -2.835], [-2.794, -3.205, -2.987], [-3.479, -3.668, -1.876], [-2.951, -3.494, -0.607], [-1.263, -3.678, 1.960], [-1.040, -3.230, 3.265], [-1.241, -4.066, 4.341], [-1.636, -5.377, 4.123], [-1.813, -5.844, 2.831], [-1.625, -5.005, 1.746], [-0.062, -1.899, -1.445], [-1.060, -2.161, -3.698], [-3.198, -3.366, -3.975], [-4.425, -4.175, -1.992], [-3.502, -3.825, 0.262], [-0.698, -2.216, 3.405], [-1.087, -3.699, 5.345], [-1.789, -6.037, 4.962], [-2.100, -6.872, 2.668], [-1.733, -5.397, 0.745], [4.555, 0.013, -1.571], [4.104, 1.037, -0.652], [4.930, 2.223, -0.610], [2.702, 1.131, -0.436], [2.307, 2.311, 0.456], [2.226, -0.103, 0.110], [5.544, -0.332, -1.267], [4.621, 0.380, -2.602], [3.874, -0.833, -1.537], [5.941, 1.940, -0.895], [4.970, 2.626, 0.401], [4.582, 3.014, -1.284], [2.318, 3.236, -0.115], [2.976, 2.407, 1.306], [1.293, 2.134, 0.838]],
  "atomic_forces_ev_per_a": [[-0.31, 1.27, -0.84], [-0.15, -0.24, 0.09], [0.34, 0.15, 0.02], [0.07, -0.55, 0.48], [-0.38, 0.43, -0.27], [0.08, -0.77, 0.26], [0.19, -0.01, -0.12], [-0.67, 0.28, 0.12], [0.77, 0.63, -0.38], [0.12, -1.19, 0.37], [0.01, 1.30, -0.77], [-0.39, -1.19, 0.55], [0.08, 0.37, -0.05], [0.10, 0.18, 0.00], [-0.23, -0.05, -0.09], [0.01, 0.05, -0.09], [0.71, 0.22, 0.21], [0.07, 0.10, 0.00], [-0.28, -0.07, -0.08], [-0.15, 0.04, -0.18], [-0.32, 0.28, 0.29], [-0.29, -0.48, 0.38], [0.12, 0.05, -0.01], [-0.01, 0.12, 0.10], [0.10, 0.08, -0.08], [-0.03, 0.08, -0.09], [-0.08, 0.07, -0.05], [-0.06, -0.01, 0.04], [0.05, 0.05, -0.11], [-0.03, -0.03, -0.08], [-0.12, -0.02, -0.01], [-0.12, -0.06, 0.05], [-0.03, -0.06, 0.08], [0.16, -0.09, 0.05], [-0.21, -0.21, -0.53], [0.00, 0.09, -0.17], [-0.09, 0.10, -0.30], [0.02, -0.28, 0.42], [-0.15, 0.03, 0.17], [0.28, 0.02, 0.31], [0.07, 0.21, 0.05], [0.28, 0.08, 0.17], [0.18, 0.05, 0.14], [0.16, -0.14, -0.03], [-0.03, -0.04, 0.15], [0.01, 0.17, 0.03], [0.05, -0.04, -0.01], [0.09, -0.40, 0.42], [-0.09, -0.22, -0.59], [-0.02, 0.14, -0.18], [0.30, -0.29, 0.04], [0.03, 0.08, 0.07], [-0.03, 0.08, -0.05], [-0.09, 0.00, 0.04], [0.11, 0.11, -0.05], [0.18, -0.12, 0.41], [-0.04, -0.07, -0.13], [0.05, -0.03, 0.06], [-0.02, -0.03, 0.01], [-0.02, -0.10, 0.07], [0.07, 0.12, 0.01], [-0.41, -0.22, -0.09], [0.04, 0.00, -0.11], [-0.05, 0.00, -0.09], [-0.08, -0.02, -0.04], [0.02, -0.09, 0.04], [-0.02, 0.08, 0.06], [0.03, -0.02, 0.08], [-0.05, -0.11, 0.10], [0.00, -0.11, -0.03], [-0.05, 0.04, -0.06], [0.00, 0.09, 0.03], [-0.05, -0.04, -0.08], [-0.11, 0.08, 0.15], [-0.09, 0.09, 0.06], [-0.11, -0.38, -0.01], [-0.08, 0.08, -0.04], [-0.01, -0.03, -0.06], [0.04, -0.08, -0.14], [0.00, -0.08, -0.03], [0.01, 0.06, -0.01], [0.05, 0.10, -0.03], [0.12, 0.07, -0.05], [0.05, 0.16, 0.06], [0.05, -0.02, 0.09], [0.29, 0.10, -0.15]]
}



Entry 2:
{
  "formula": "C17H38N2O16S2",
  "method": "the ωB97M-V functional and the def2-TZVPD basis",
  "e_above_lowest_kcal_mol": 30.6,
  "e_lumo_ev": -0.6,
  "homo_energy_ev": -9.345,
  "orbital_gap_ev": 8.7,
  "total_energy_ev": -75640.7525,
  "fmax_ev_per_a": 8.1,
  "symbols": ["C", "N", "C", "C", "C", "C", "O", "H", "H", "H", "H", "H", "H", "H", "H", "H", "H", "H", "H", "H", "H", "N", "O", "O", "O", "O", "S", "O", "O", "C", "C", "C", "H", "H", "H", "H", "H", "H", "H", "H", "O", "S", "O", "O", "C", "C", "C", "H", "H", "H", "H", "H", "H", "H", "H", "C", "C", "O", "C", "O", "O", "H", "H", "H", "H", "C", "C", "O", "C", "O", "O", "H", "H", "H", "H"],
  "positions_angstrom": [[-3.750, 2.571, 0.436], [-2.765, 2.149, 1.511], [-1.405, 2.823, 1.322], [-3.188, 2.680, 2.797], [-2.626, 0.746, 1.428], [-1.747, 0.093, 2.653], [-1.785, -1.308, 2.699], [-3.952, 3.708, 0.588], [-4.638, 2.184, 0.552], [-3.576, 2.337, -0.603], [-0.731, 2.910, 2.075], [-1.430, 3.920, 1.131], [-0.961, 2.375, 0.521], [-2.542, 2.577, 3.568], [-4.329, 2.305, 3.226], [-3.345, 3.797, 2.686], [-2.494, 0.373, 0.468], [-3.591, 0.456, 1.653], [-2.275, 0.377, 3.423], [-0.742, 0.468, 2.454], [-1.138, -1.419, 1.992], [-0.097, -0.869, -0.546], [0.605, -0.001, 0.025], [-0.442, -1.910, 0.136], [-0.730, -0.618, -1.591], [5.960, 1.966, 1.434], [5.719, 1.493, 0.087], [5.365, 0.074, -0.226], [4.338, 2.364, -0.387], [3.287, 2.422, 0.589], [2.086, 3.136, 0.025], [6.974, 2.173, -1.019], [3.460, 2.788, 1.507], [3.009, 1.295, 0.751], [1.447, 2.600, -0.549], [2.402, 3.848, -0.611], [1.340, 3.617, 0.635], [7.656, 1.456, -0.986], [7.121, 3.182, -0.867], [6.865, 2.070, -2.109], [0.046, -5.146, -0.758], [-0.846, -5.180, -1.951], [-0.845, -6.236, -2.876], [-2.422, -4.975, -1.345], [-2.672, -4.734, 0.037], [-4.120, -4.720, 0.275], [-0.675, -3.806, -2.733], [-2.351, -3.771, 0.527], [-2.316, -5.529, 0.442], [-4.742, -5.570, 0.222], [-4.687, -4.116, -0.535], [-4.333, -4.125, 1.161], [-1.035, -3.047, -2.104], [-1.373, -3.992, -3.556], [0.339, -3.495, -2.889], [2.341, -3.582, 1.578], [2.533, -1.990, 1.636], [3.725, -1.789, 2.418], [4.175, -2.999, 3.026], [5.095, -3.155, 3.726], [3.356, -3.922, 2.589], [2.459, -3.883, 0.606], [1.406, -3.862, 1.652], [1.513, -1.519, 2.105], [2.559, -1.656, 0.639], [-0.432, 2.269, -3.802], [-1.867, 2.382, -3.759], [-2.085, 3.810, -3.510], [-0.884, 4.370, -3.313], [-0.727, 5.590, -3.037], [0.126, 3.537, -3.582], [0.048, 2.254, -4.704], [-0.020, 1.477, -3.135], [-2.409, 1.737, -3.158], [-2.248, 2.190, -4.759]],
  "atomic_forces_ev_per_a": [[3.17, 5.08, 0.10], [1.60, 3.25, -1.03], [-2.27, 2.51, -1.89], [-6.73, 1.72, 0.24], [0.70, -2.91, 3.27], [0.92, -0.59, -5.44], [0.43, 1.18, -0.94], [0.77, -1.87, -0.60], [-4.61, -2.64, 1.66], [1.44, -0.01, -0.08], [1.41, -1.29, 3.16], [-1.16, -0.64, -0.51], [1.29, -1.32, -2.22], [2.31, -0.89, 2.01], [3.33, 0.58, -1.64], [0.26, -1.30, -0.10], [1.22, -0.27, -1.91], [-2.25, -1.29, 0.56], [-1.87, 2.10, 4.60], [0.16, 0.09, 0.88], [0.31, -1.85, -0.57], [-2.56, 0.45, 2.53], [0.16, -0.45, -0.95], [0.96, 0.70, -1.01], [0.97, -0.16, -0.34], [0.59, -0.88, -1.18], [-4.07, -1.10, -0.51], [1.77, 3.54, 0.82], [1.87, 0.26, 0.16], [-2.46, -4.89, -2.24], [0.24, -0.30, 1.60], [-3.87, -0.16, -1.73], [1.87, 1.58, 3.05], [0.23, 1.91, -0.01], [-1.43, -2.65, -2.02], [1.31, 2.89, -2.14], [0.47, 0.35, 1.44], [4.10, -2.43, 1.41], [0.89, 1.81, 1.13], [-1.57, 0.03, 0.19], [-1.73, -0.70, -2.35], [0.38, -2.11, 7.85], [-0.32, -1.57, -0.63], [1.55, 0.12, -2.21], [-1.43, 4.22, -1.50], [-2.96, 2.87, -1.79], [-0.61, 3.52, -2.68], [0.78, -0.91, -1.26], [2.84, -4.60, 3.52], [0.06, -1.70, 0.43], [1.24, -0.38, 0.91], [-0.06, -0.38, 0.35], [-0.80, 1.22, 0.83], [0.62, 0.97, -0.57], [0.55, -0.49, -0.79], [5.27, 5.36, 1.84], [-2.90, -1.45, 2.31], [0.17, -0.21, 0.32], [-2.77, 2.31, -3.08], [1.12, 0.27, 1.01], [-1.90, -3.56, -0.88], [2.12, -1.28, -2.33], [-4.74, -1.66, 2.44], [2.83, -0.80, -0.68], [0.75, 1.02, -0.96], [3.05, -1.95, 1.54], [-1.50, 1.99, -2.88], [0.02, -1.08, 0.70], [1.03, 5.46, 0.47], [-0.70, -4.51, -0.74], [-0.71, 2.21, 2.64], [0.12, -2.33, -3.18], [-0.16, 0.74, -0.18], [-0.78, -0.83, 1.96], [-0.32, 0.09, -0.17]]
}